The following is a quantum chemistry calculation of a structure of composition C7H11O2P at a distorted geometry, from the OMol25 dataset.

## Properties
Highest occupied orbital energy ... -9.9 eV
Frontier orbital gap ... 10.52 eV
Spin multiplicity ... 1
E_tot ... -765.084716 Eh

Each line ends with the natural charge from an NBO analysis.
Geometry (Å):
C  0.458  -2.579  -2.679  -0.4076
C  0.505  -0.329  -1.302  -0.2680
C  -0.791  -0.126  -0.640  -0.6621
C  0.549  -1.470  -2.014  0.0331
C  -0.737  1.833  0.817  -0.5886
C  0.620  -0.207  1.430  -0.6379
C  -0.699  0.255  0.873  -0.1868
O  -2.671  -1.775  -1.512  -1.0223
O  -0.665  -2.833  -0.174  -1.0455
P  -1.436  -1.759  -0.791  2.3130
H  0.520  -3.588  -2.344  0.2501
H  0.128  -2.531  -3.700  0.2297
H  1.342  0.346  -1.208  0.2425
H  -1.464  0.577  -1.041  0.2576
H  -0.428  2.323  1.764  0.2153
H  -1.837  2.117  0.614  0.2153
H  -0.052  2.047  0.148  0.1889
H  0.454  -0.280  2.537  0.2217
H  0.917  -1.220  1.284  0.2421
H  1.428  0.520  1.174  0.2044
H  -1.518  -0.230  1.321  0.2052

---

The following is a quantum chemistry calculation of a cluster of 2 separate species, C7H12 in total, from the OMol25 dataset.

## Properties
Highest occupied orbital energy ... -8.4 eV
Frontier orbital gap ... 8.47 eV
Spin multiplicity ... 1
E_tot ... -273.733163 Eh

Each line ends with the natural charge from an NBO analysis.
Geometry (Å):
C  -2.142  -0.101  0.379  -0.6154
C  -1.256  -0.685  -0.701  -0.2213
C  -0.069  0.048  -1.268  -0.2468
C  0.439  1.223  -0.447  -0.6331
C  0.846  0.770  0.924  0.2166
C  0.761  -0.727  0.882  -0.6333
C  0.136  -1.190  -0.426  -0.2471
H  -2.906  0.551  -0.058  0.2162
H  -2.652  -0.898  0.931  0.2161
H  -1.591  0.499  1.115  0.2089
H  -1.804  -1.273  -1.434  0.2186
H  0.090  0.032  -2.343  0.2233
H  1.327  1.697  -0.894  0.2779
H  -0.276  2.052  -0.344  0.2589
H  3.635  1.091  0.696  -0.0178
H  2.988  1.215  1.054  0.0182
H  0.238  -1.071  1.786  0.2591
H  1.787  -1.103  1.016  0.2778
H  0.450  -2.131  -0.870  0.2233

---

The following is a quantum chemistry calculation of a cluster of 2 separate species, C7H12 in total, from the OMol25 dataset.

## Properties
Highest occupied orbital energy ... -8.4 eV
Frontier orbital gap ... 8.60 eV
Spin multiplicity ... 1
E_tot ... -273.735475 Eh

Each line ends with the natural charge from an NBO analysis.
Geometry (Å):
C  0.603  1.953  0.770  -0.6124
C  -0.757  1.295  0.673  -0.2232
C  -1.149  0.416  -0.486  -0.2463
C  0.001  -0.093  -1.343  -0.6236
C  1.016  -0.788  -0.488  0.2061
C  0.308  -1.031  0.809  -0.6234
C  -0.953  -0.183  0.888  -0.2464
H  0.626  2.888  0.199  0.2164
H  0.850  2.184  1.812  0.2165
H  1.413  1.321  0.380  0.2128
H  -1.566  1.912  1.057  0.2205
H  -2.138  0.528  -0.920  0.2238
H  -0.327  -0.891  -2.033  0.2792
H  0.472  0.656  -1.993  0.2507
H  1.014  -3.619  -1.735  -0.0187
H  1.318  -2.979  -1.498  0.0146
H  0.994  -0.936  1.661  0.2507
H  0.072  -2.110  0.763  0.2790
H  -1.795  -0.522  1.485  0.2237

---

The following is a quantum chemistry calculation of an isolated molecule of C7H12 at a distorted geometry, from the OMol25 dataset.

## Properties
Highest occupied orbital energy ... -9.1 eV
Frontier orbital gap ... 10.33 eV
SMILES ... CC[C@H]1C[C@H]2C[C@@H]12
Spin multiplicity ... 1
E_tot ... -273.789657 Eh

Each line ends with the natural charge from an NBO analysis.
Geometry (Å):
C  -1.478  1.835  0.698  -0.6054
C  -0.378  1.340  -0.233  -0.3965
C  0.436  0.245  0.397  -0.2117
C  -0.294  -1.064  0.675  -0.3878
C  0.999  -1.821  -0.030  -0.3021
C  0.920  -1.422  -1.457  -0.4205
C  1.500  -0.464  -0.422  -0.2023
H  -2.055  2.637  0.231  0.2107
H  -1.054  2.220  1.633  0.2006
H  -2.177  1.029  0.961  0.2033
H  -0.816  0.953  -1.163  0.1950
H  0.298  2.156  -0.508  0.1997
H  0.905  0.583  1.329  0.2031
H  -1.209  -1.291  0.120  0.1956
H  -0.497  -1.263  1.752  0.2036
H  0.758  -2.498  0.742  0.2754
H  1.637  -1.757  -2.211  0.2254
H  -0.082  -1.274  -1.856  0.1995
H  2.510  -0.076  -0.557  0.2145

---

The following is a quantum chemistry calculation of an isolated molecule of C7H12 at a distorted geometry, from the OMol25 dataset.

## Properties
Highest occupied orbital energy ... -8.9 eV
Frontier orbital gap ... 9.91 eV
SMILES ... C/C=C1/CC1(C)C
Spin multiplicity ... 1
E_tot ... -273.798395 Eh

Each line ends with the natural charge from an NBO analysis.
Geometry (Å):
C  0.182  -0.049  1.065  -0.0161
C  1.354  -0.596  1.228  -0.1708
C  -0.948  0.810  1.448  -0.4242
C  -0.804  0.415  0.019  -0.1053
C  2.214  -1.206  0.119  -0.6469
C  -0.287  1.515  -0.901  -0.6073
C  -1.625  -0.605  -0.717  -0.6097
H  1.722  -0.810  2.313  0.1956
H  -1.874  0.391  1.972  0.2235
H  -0.822  1.926  1.727  0.2253
H  2.246  -0.541  -0.704  0.2173
H  1.720  -2.281  -0.018  0.2173
H  3.258  -1.413  0.264  0.2201
H  -1.225  1.942  -1.175  0.2044
H  0.403  1.428  -1.829  0.2239
H  0.161  2.384  -0.229  0.2058
H  -2.519  -0.305  -1.218  0.2125
H  -1.793  -1.591  -0.263  0.2216
H  -0.905  -0.918  -1.518  0.2130

---

The following is a quantum chemistry calculation of a cluster of 2 separate species, C7H12 in total, from the OMol25 dataset.

## Properties
Highest occupied orbital energy ... -8.2 eV
Frontier orbital gap ... 9.35 eV
SMILES ... CC1=C[C@@H](C)C=C1.[H][H]
Spin multiplicity ... 1
E_tot ... -273.845323 Eh

Each line ends with the natural charge from an NBO analysis.
Geometry (Å):
C  -2.461  0.365  0.121  -0.6495
C  -0.990  0.429  -0.078  -0.0096
C  -0.027  0.330  0.852  -0.2135
C  1.320  0.515  0.216  -0.3018
C  2.300  -0.646  0.429  -0.5862
C  0.964  0.721  -1.234  -0.1592
C  -0.366  0.657  -1.390  -0.2403
H  -1.468  -2.158  0.328  -0.0193
H  -2.788  -0.269  0.948  0.2244
H  -3.023  0.107  -0.783  0.2172
H  -2.643  1.404  0.380  0.2324
H  -0.171  0.137  1.912  0.2098
H  -0.796  -1.974  0.591  0.0106
H  1.761  1.435  0.625  0.2329
H  1.882  -1.567  0.009  0.2110
H  2.496  -0.810  1.495  0.2087
H  3.259  -0.450  -0.066  0.2089
H  1.701  0.905  -2.007  0.2099
H  -0.920  0.702  -2.326  0.2138